One molecule with the formula C3H8N2O, computed with the ωB97M-V functional and the def2-TZVPD basis.

The calculation puts the electronic energy at -8268.49114 eV. The energy above the lowest of the compared OMol25 structures with the same formula, charge and spin comes out at 0.835 eV. The LUMO energy is 0.92 eV. Its SMILES is CC(=O)NCN. Its net charge is 0. Its multiplicity is 1. The calculation puts the HOMO energy at -9.6078 eV. The calculation puts the gap between HOMO and LUMO at 10.5 eV.

```
14
Properties=species:S:1:pos:R:3:forces:R:3
O 1.792 0.727 -0.491 0.24 -0.05 -0.89
N -2.299 0.712 -0.239 0.84 0.97 -0.58
N -0.178 -0.292 -0.053 0.32 -0.12 -0.07
C 1.909 -1.123 0.966 -1.23 -0.39 0.32
C 1.194 -0.189 0.031 0.17 0.96 0.76
C -0.904 0.708 -0.803 -1.49 -0.46 0.12
H -0.430 1.689 -0.771 -0.05 -0.03 0.21
H -0.644 -0.467 0.825 -0.08 -0.45 0.00
H 1.630 -0.799 1.978 0.50 0.14 -0.03
H 1.477 -2.122 0.915 0.32 -0.18 -0.25
H -1.042 0.411 -1.838 0.80 -0.06 -0.32
H -2.617 1.660 -0.419 -0.24 0.07 0.46
H 2.976 -1.098 0.788 0.02 -0.01 0.11
H -2.866 0.184 -0.889 -0.13 -0.39 0.15
```
Positions in Å, forces in eV/Å.

These are the Löwdin partial charges, in e, on atoms 1 to 8:
1. O 0.06
2. N 0.00
3. N 0.04
4. C -0.01
5. C -0.55
6. C -0.26
7. H 0.12
8. H 0.12

A 2-piece molecular cluster, C3H8N2O overall, computed with the ωB97M-V functional and the def2-TZVPD basis.

The calculation puts the electronic energy at -8266.16748 eV. The energy above the lowest of the compared OMol25 structures with the same formula, charge and spin comes out at 3.159 eV. The LUMO energy is 0.97 eV. Its SMILES is [H]/N=C/N.C=CO. Its net charge is 0. Its multiplicity is 1. The calculation puts the HOMO energy at -9.0328 eV. The calculation puts the gap between HOMO and LUMO at 10.0 eV.

```
14
Properties=species:S:1:pos:R:3:forces:R:3
O 0.364 1.937 1.759 -1.46 -0.90 -1.11
N -1.611 -1.685 -2.184 0.12 0.13 -0.13
N 0.444 -0.616 -2.350 0.28 -1.38 -1.91
C -0.802 -0.655 -2.621 -0.70 0.84 1.95
C 0.522 0.609 2.098 0.56 0.82 2.79
C 1.124 0.325 3.264 0.24 -0.53 -0.94
H 1.446 -0.707 3.355 -0.36 -0.01 0.71
H -0.056 -0.224 1.713 0.12 0.65 -1.45
H -2.424 -1.477 -1.626 -0.14 0.10 -0.28
H -1.365 0.249 -2.931 0.14 -0.65 -0.75
H -1.121 -2.518 -1.904 0.20 0.09 0.24
H 0.909 -0.109 -3.109 0.10 0.86 0.89
H 1.365 1.070 4.014 0.45 -0.03 -0.28
H 1.187 2.401 1.869 0.46 0.00 0.26
```
Positions in Å, forces in eV/Å.

These are the Löwdin partial charges, in e, on atoms 1 to 8:
1. O -0.03
2. N 0.06
3. N 0.04
4. C -0.40
5. C -0.26
6. C -0.01
7. H 0.05
8. H 0.10

One molecule with the formula C3H8N2O, computed with the ωB97M-V functional and the def2-TZVPD basis.

The calculation puts the electronic energy at -8266.57098 eV. The energy above the lowest of the compared OMol25 structures with the same formula, charge and spin comes out at 2.755 eV. The LUMO energy is 0.88 eV. Its SMILES is NCNCC=O. Its net charge is 0. Its multiplicity is 1. The calculation puts the HOMO energy at -8.4813 eV. The calculation puts the gap between HOMO and LUMO at 9.4 eV.

```
14
Properties=species:S:1:pos:R:3:forces:R:3
O 2.383 0.330 1.483 -2.17 -0.40 -1.18
N -1.703 -0.392 -2.223 -1.39 -1.45 2.39
N -0.674 0.259 -0.109 -1.65 -0.80 -0.88
C -0.688 -0.661 -1.219 2.38 -0.05 -1.64
C 1.204 0.662 1.350 1.82 -1.23 2.19
C -0.104 -0.133 1.126 2.07 -0.86 0.45
H -2.680 -0.419 -1.874 1.23 0.18 -0.56
H -0.831 1.183 -0.451 0.21 0.67 0.73
H -1.562 0.122 -3.054 0.53 0.48 -0.37
H 0.187 -1.253 1.066 -0.76 1.76 0.28
H 1.001 1.632 1.748 -0.54 1.68 -0.31
H -0.716 0.105 2.052 0.37 -0.45 -0.99
H -0.618 -1.692 -0.792 -0.88 0.55 -0.47
H 0.319 -0.598 -1.777 -1.22 -0.07 0.37
```
Positions in Å, forces in eV/Å.

These are the Löwdin partial charges, in e, on atoms 1 to 8:
1. O 0.03
2. N 0.01
3. N -0.10
4. C -0.34
5. C -0.23
6. C -0.20
7. H 0.09
8. H 0.11

One molecule with the formula C3H8N2O2, computed with the ωB97M-V functional and the def2-TZVPD basis.

The calculation puts the electronic energy at -10315.88821 eV. The energy above the lowest of the compared OMol25 structures with the same formula, charge and spin comes out at 1.064 eV. The LUMO energy is 0.65 eV. Its SMILES is NC(=O)NCCO. Its net charge is 0. Its multiplicity is 1. The calculation puts the HOMO energy at -9.6489 eV. The calculation puts the gap between HOMO and LUMO at 10.3 eV.

```
15
Properties=species:S:1:pos:R:3:forces:R:3
O 0.629 1.176 0.752 -0.12 0.33 0.22
O 1.033 -1.705 0.833 -0.52 0.25 -0.18
N -0.893 -0.758 1.675 -0.05 -0.54 0.10
N -0.520 -0.839 -0.646 -0.12 0.03 0.18
C -0.031 -1.176 0.624 0.02 -0.42 0.16
C 0.646 1.328 -0.647 0.02 0.19 -0.29
C 0.394 0.004 -1.421 0.13 -0.02 0.04
H -0.226 0.847 1.127 0.80 0.61 -0.62
H -0.531 -1.010 2.585 -0.10 -0.22 -0.10
H -1.883 -0.935 1.572 0.07 -0.05 -0.04
H 1.315 -0.553 -1.606 -0.10 0.08 0.20
H 1.643 1.709 -0.897 -0.20 0.00 -0.01
H -1.423 -0.383 -0.590 0.01 -0.09 0.06
H -0.067 0.208 -2.397 0.14 -0.04 0.26
H -0.085 2.087 -0.966 0.02 -0.12 0.02
```
Positions in Å, forces in eV/Å.

These are the Löwdin partial charges, in e, on atoms 1 to 8:
1. O -0.10
2. O 0.09
3. N 0.11
4. N 0.04
5. C -0.60
6. C -0.24
7. C -0.16
8. H 0.06